Entry 1:
Here is one molecule with the formula C29H53F2NOSi from the Open Molecules 2025 dataset. Energies are from ωB97M-V with the def2-TZVPD basis set.

```
87
Properties=species:S:1:pos:R:3:mulliken_charge:R:1
C -2.940 3.658 1.501 -0.91
C -3.742 3.000 0.374 -0.74
C -3.102 1.698 -0.170 0.23
C -4.037 0.490 -0.017 -0.69
C -4.020 -0.046 1.411 -0.57
C -4.911 -1.295 1.575 -1.09
C -4.116 -2.564 1.249 0.40
C -3.416 -3.194 2.454 -0.71
C -3.189 -4.716 2.318 -0.90
C -1.783 -5.051 1.827 -1.10
C -1.455 -4.355 0.500 0.75
C -0.105 -4.765 -0.073 -1.17
C 0.198 -4.008 -1.370 -0.67
C 0.666 -2.591 -1.067 -0.47
C 0.958 -1.770 -2.339 -1.81
C 0.363 -0.356 -2.291 1.55
C 0.463 0.358 -3.670 -1.32
N 1.377 -0.297 -4.640 -0.55
O -0.960 -0.359 -1.815 -0.04
C -1.901 -1.110 -2.560 -1.07
C 1.131 0.521 -1.288 0.83
F 0.900 0.060 -0.016 -0.41
F 0.584 1.771 -1.298 -0.39
C 2.624 0.595 -1.527 -1.31
C 3.254 1.960 -1.208 -1.30
Si 3.260 2.512 0.609 0.48
C 3.155 1.079 1.831 -1.36
C 1.801 3.686 0.861 -1.21
C 4.830 3.481 1.015 0.15
C 6.022 2.812 1.338 -0.18
C 7.190 3.512 1.667 -0.72
C 7.187 4.910 1.680 -0.38
C 6.019 5.601 1.351 -0.65
C 4.858 4.889 1.023 -0.25
H -3.191 3.236 2.469 0.28
H -1.877 3.526 1.318 0.05
H -3.135 4.726 1.511 0.39
H -4.738 2.747 0.734 0.30
H -3.889 3.716 -0.430 0.45
H -2.813 1.827 -1.208 0.17
H -2.224 1.495 0.438 0.02
H -5.052 0.784 -0.286 0.35
H -3.737 -0.313 -0.691 0.14
H -2.990 -0.342 1.614 0.30
H -4.310 0.741 2.104 0.46
H -5.268 -1.339 2.601 0.40
H -5.760 -1.197 0.905 0.37
H -3.380 -2.290 0.494 -0.90
H -4.754 -3.302 0.765 0.69
H -3.987 -2.989 3.356 0.67
H -2.428 -2.756 2.587 0.28
H -3.331 -5.194 3.287 0.29
H -3.924 -5.138 1.637 0.43
H -1.667 -6.123 1.682 0.41
H -1.051 -4.738 2.573 0.36
H -1.494 -3.282 0.649 -0.49
H -2.226 -4.665 -0.207 0.24
H -0.115 -5.839 -0.244 0.49
H 0.682 -4.544 0.648 0.37
H -0.697 -3.993 -1.992 0.41
H 0.969 -4.556 -1.912 0.33
H 1.583 -2.681 -0.487 0.63
H -0.077 -2.094 -0.455 -0.11
H 0.502 -2.304 -3.169 0.87
H 2.020 -1.743 -2.530 0.41
H -0.536 0.436 -4.098 0.43
H 0.821 1.375 -3.557 0.52
H 1.581 0.389 -5.356 0.24
H 0.893 -1.048 -5.112 0.26
H -1.503 -1.495 -3.495 0.53
H -2.285 -1.920 -1.944 0.10
H -2.744 -0.464 -2.804 0.37
H 2.840 0.312 -2.553 0.66
H 3.090 -0.164 -0.903 0.36
H 4.263 1.960 -1.614 0.59
H 2.716 2.729 -1.762 0.43
H 3.879 1.160 2.634 0.54
H 2.147 1.052 2.231 0.33
H 3.325 0.133 1.322 0.32
H 1.582 4.204 -0.070 0.36
H 2.023 4.422 1.628 0.54
H 0.915 3.110 1.113 0.08
H 6.057 1.730 1.350 0.37
H 8.100 2.992 1.923 0.38
H 8.065 5.481 1.940 0.37
H 6.001 6.679 1.356 0.38
H 3.961 5.437 0.775 0.33
```

DFT total energy   -1756.0389 hartree
Lowest unoccupied orbital energy   -0.863 eV
Orbital gap   8.23 eV
SMILES   CCCCCCCCCCCCCCC[C@@](CN)(OC)C(F)(F)CC[Si](C)(C)c1ccccc1

Entry 2:
Here is C58H48O3PS3Zn as an isolated structure at a distorted geometry from the Open Molecules 2025 dataset. Energies are from ωB97M-V with the def2-TZVPD basis set.

```
114
Properties=species:S:1:pos:R:3:mulliken_charge:R:1
Zn -1.976 0.540 -1.861 -1.08
C 1.786 3.191 -5.503 -0.68
C 0.710 2.468 -6.085 -0.51
C -0.516 2.321 -5.449 -0.29
C -0.721 2.841 -4.159 0.39
C 0.293 3.658 -3.665 -0.65
C 1.482 3.848 -4.346 -0.33
P -2.084 2.451 -3.163 1.97
C -2.735 3.935 -2.441 0.73
C -2.970 4.037 -1.085 -0.97
C -3.623 5.169 -0.603 -0.53
C -3.937 6.240 -1.423 -0.53
C -3.638 6.150 -2.798 -0.71
C -2.978 5.016 -3.239 -0.68
C -3.419 1.904 -4.257 0.95
C -4.321 2.691 -4.974 -0.53
C -5.120 2.098 -5.901 -0.85
C -5.047 0.768 -6.202 -0.96
C -4.284 -0.121 -5.442 0.38
C -4.297 -1.523 -5.543 -0.68
C -3.564 -2.286 -4.689 -0.82
C -2.732 -1.657 -3.726 0.12
C -2.746 -0.338 -3.477 -1.11
C -3.404 0.502 -4.435 0.57
H 2.792 3.206 -5.930 0.47
H 0.871 1.968 -7.054 0.37
H -1.320 1.772 -5.990 0.28
H 0.237 4.098 -2.697 0.46
H 2.219 4.554 -3.932 0.33
H -2.703 3.290 -0.361 0.42
H -3.848 5.163 0.418 0.52
H -4.411 7.128 -0.923 0.33
H -3.726 6.922 -3.560 0.42
H -2.603 5.011 -4.258 0.58
H -4.475 3.704 -4.630 0.52
H -5.773 2.714 -6.460 0.45
H -5.738 0.428 -6.939 0.42
H -4.904 -1.981 -6.312 0.42
H -3.503 -3.361 -4.795 0.42
H -2.173 -2.272 -2.995 0.34
C -0.601 -8.055 5.098 -1.48
C 0.053 -6.895 4.419 0.69
C -0.609 -6.252 3.378 -0.45
C -0.114 -5.092 2.777 -0.49
C 1.136 -4.595 3.221 0.28
C 1.911 -5.289 4.169 -0.66
C 1.324 -6.448 4.757 -0.68
S 1.715 -3.069 2.464 0.78
O 3.187 -2.906 2.707 -0.67
C 0.788 -1.704 3.292 1.34
C -0.479 -2.086 3.898 -0.77
C -1.292 -1.091 4.393 -1.23
C -0.868 0.259 4.445 0.39
C -1.745 1.263 4.824 -0.48
C -1.400 2.605 4.712 -0.66
C -0.069 2.941 4.389 -1.02
C 0.852 1.953 4.040 -1.12
C 0.489 0.548 3.981 0.68
C 1.307 -0.440 3.363 0.00
C 2.635 0.025 2.862 0.13
C 3.693 0.057 3.817 1.55
C 3.573 -0.428 5.133 -0.91
C 4.701 -0.473 5.908 -0.88
C 5.930 0.004 5.448 -0.65
C 6.016 0.581 4.232 -1.12
C 4.875 0.708 3.418 0.97
C 4.926 1.345 2.159 -0.92
C 3.922 1.312 1.226 -1.12
C 2.832 0.488 1.561 0.14
S 1.560 -0.044 0.288 1.27
O 0.582 0.990 0.041 -0.56
C 2.628 -0.116 -1.165 -0.40
C 3.642 -1.080 -1.122 -0.62
C 4.238 -1.351 -2.398 -0.73
C 4.034 -0.587 -3.551 0.54
C 4.559 -0.831 -4.935 -1.42
C 3.150 0.548 -3.378 -0.12
C 2.497 0.806 -2.190 -0.29
H -0.220 -8.371 6.072 0.37
H -0.563 -8.935 4.429 0.31
H -1.669 -7.829 5.270 0.35
H -1.569 -6.666 3.018 0.35
H -0.691 -4.674 1.939 0.41
H 2.941 -4.985 4.333 0.51
H 1.968 -7.014 5.454 0.34
H -0.768 -3.143 3.954 0.47
H -2.276 -1.274 4.801 0.43
H -2.707 0.928 5.261 0.42
H -2.178 3.352 4.813 0.43
H 0.174 4.012 4.343 0.40
H 1.898 2.238 3.936 0.45
H 2.676 -0.886 5.543 0.43
H 4.675 -0.770 6.942 0.43
H 6.818 -0.120 6.079 0.38
H 6.944 0.947 3.860 0.48
H 5.874 1.857 1.960 0.36
H 4.063 1.832 0.286 0.60
H 3.820 -1.689 -0.245 0.59
H 4.999 -2.157 -2.517 0.29
H 3.727 -1.039 -5.630 0.29
H 5.333 -1.611 -5.010 0.35
H 5.024 0.071 -5.301 0.36
H 2.926 1.219 -4.194 0.34
H 1.779 1.635 -2.141 0.47
C -3.559 0.126 1.794 -0.11
S -3.440 -0.953 0.370 0.24
C -2.601 -2.434 0.904 -0.57
O -2.063 -0.418 -0.237 0.49
H -4.610 0.142 2.084 0.53
H -3.143 1.105 1.423 0.05
H -2.999 -0.224 2.666 -0.22
H -2.338 -3.022 0.008 0.42
H -3.258 -3.022 1.569 0.51
H -1.663 -2.073 1.368 -0.21
```

DFT total energy   -5779.6028 hartree
Lowest unoccupied orbital energy   -2.217 eV
Orbital gap   7.77 eV
ΔE to the lowest compared entry with this formula, charge and spin   160.36 kJ/mol
Charge   +1

Entry 3:
Here is C20H24BrN5O3RuS as an isolated structure from the Open Molecules 2025 dataset. Energies are from ωB97M-V with the def2-TZVPD basis set.

```
55
Properties=species:S:1:pos:R:3:mulliken_charge:R:1
Ru 0.861 0.931 -0.419 0.31
C -2.747 2.259 3.935 -1.04
C -1.740 3.362 3.658 -0.41
N -1.368 3.439 2.237 -0.17
C -0.472 2.639 1.686 0.53
S -0.114 2.867 -0.053 -0.30
N 0.160 1.719 2.355 -1.05
N 1.131 1.140 1.583 1.09
C 2.230 0.755 2.136 0.72
C 2.511 0.785 3.593 -1.58
C 3.241 0.414 1.137 0.32
C 4.553 0.074 1.385 -0.65
C 5.416 -0.098 0.308 -0.41
C 4.944 0.067 -0.984 -0.78
C 3.613 0.384 -1.175 -0.07
N 2.796 0.572 -0.131 0.13
H -2.991 2.246 4.997 0.35
H -2.340 1.284 3.667 0.30
H -3.671 2.422 3.380 0.31
H -0.823 3.207 4.224 0.25
H -2.138 4.339 3.926 0.41
H -1.856 4.088 1.642 0.24
H 1.593 0.911 4.156 0.38
H 3.182 1.616 3.826 0.37
H 3.004 -0.140 3.895 0.46
H 4.896 -0.043 2.403 0.43
H 6.451 -0.361 0.481 0.45
H 5.587 -0.067 -1.842 0.45
H 3.174 0.473 -2.159 0.48
C -2.555 0.476 -2.378 -0.70
N -1.657 0.444 -3.526 0.18
C -2.273 0.126 -4.815 -0.85
C -0.383 0.739 -3.452 0.08
O 0.250 1.065 -2.421 -0.52
H -3.104 -0.464 -2.332 0.40
H -3.265 1.294 -2.497 0.38
H -1.993 0.613 -1.462 -0.01
H -3.054 0.854 -5.033 0.34
H -2.713 -0.869 -4.773 0.33
H -1.525 0.156 -5.603 0.29
H 0.155 0.705 -4.402 0.36
Br 1.424 -3.839 -2.227 -0.11
C -0.271 -3.749 -1.413 0.09
C -1.061 -4.886 -1.487 -0.58
C -2.318 -4.902 -0.903 -0.50
C -2.805 -3.786 -0.232 -0.88
C -2.024 -2.654 -0.151 -0.40
C -0.751 -2.615 -0.742 0.12
C -0.005 -1.376 -0.606 1.76
O -0.478 -0.398 0.119 -0.62
O 1.093 -1.070 -1.140 -0.53
H -0.685 -5.759 -2.001 0.46
H -2.919 -5.799 -0.971 0.43
H -3.783 -3.807 0.228 0.43
H -2.381 -1.781 0.378 0.50
```

DFT total energy   -4342.6154 hartree
Lowest unoccupied orbital energy (spin up / spin down)   -7.968 / -7.967 eV
Orbital gap (spin up / spin down)   6.28 / 6.28 eV
ΔE to the lowest compared entry with this formula, charge and spin   0.00 kJ/mol
Charge   +2

Entry 4:
Here is a 2-piece molecular cluster, C2H3BrN4 overall at a distorted geometry from the Open Molecules 2025 dataset. Energies are from ωB97M-V with the def2-TZVPD basis set.

```
10
Properties=species:S:1:pos:R:3:mulliken_charge:R:1
N -2.590 0.737 2.170 -0.40
C -2.149 0.711 1.108 0.45
N -1.621 0.639 -0.067 -0.35
C -0.994 -0.041 -0.863 0.39
N -0.790 -0.468 -1.973 -0.37
H -0.022 -0.815 -2.432 0.28
N 2.239 -0.169 0.822 -0.55
Br 2.627 -0.468 -0.931 -0.05
H 1.703 0.746 0.910 0.30
H 1.597 -0.873 1.255 0.29
```

DFT total energy   -2870.9517 hartree
Lowest unoccupied orbital energy   -0.339 eV
Orbital gap   9.51 eV
SMILES   N#CN=C=N.NBr
ΔE to the lowest compared entry with this formula, charge and spin   129.18 kJ/mol

Entry 5:
Here is C4H7ErO3 as an isolated structure at a distorted geometry from the Open Molecules 2025 dataset. Energies are from ωB97M-V with the def2-TZVPD basis set.

```
15
Properties=species:S:1:pos:R:3:mulliken_charge:R:1
O -2.368 0.962 -0.203 -0.58
C -1.491 1.878 0.321 -0.24
C -0.062 1.489 0.109 -0.26
O 0.104 0.139 0.422 -0.25
C 1.218 -0.595 -0.104 -0.45
C 0.809 -2.068 -0.064 -0.40
O -0.457 -2.264 -0.605 -0.58
Er -1.859 -0.914 -0.322 1.52
H -1.747 2.250 1.334 0.35
H 0.696 1.928 -0.552 0.39
H 2.117 -0.390 0.495 0.30
H 1.387 -0.265 -1.141 0.37
H 0.857 -2.411 0.990 0.30
H 1.588 -2.634 -0.612 0.33
H -0.793 2.895 -0.067 0.20
```

DFT total energy   -1397.0308 hartree
Lowest unoccupied orbital energy (spin up / spin down)   -5.388 / -5.320 eV
Spin multiplicity   5
Orbital gap (spin up / spin down)   6.88 / 8.13 eV
ΔE to the lowest compared entry with this formula, charge and spin   0.00 kJ/mol
Charge   +1

Entry 6:
Here is an isolated ion of composition C7H13N3O and charge +2 at a distorted geometry from the Open Molecules 2025 dataset. Energies are from ωB97M-V with the def2-TZVPD basis set.

```
24
Properties=species:S:1:pos:R:3:mulliken_charge:R:1
C -1.683 -0.436 -1.469 0.10
N -2.761 -0.419 -0.948 -0.16
C -3.006 -0.143 0.342 -0.41
N -1.537 0.116 1.031 -0.22
C -0.322 0.013 0.220 -0.25
C 0.137 1.371 -0.083 0.66
O -0.412 2.428 0.223 -0.53
C 1.544 1.341 -0.767 -0.67
N 2.455 0.328 -0.059 -0.20
C 1.852 -0.980 -0.182 -0.92
C 0.570 -1.155 0.556 -0.68
H -1.258 -0.593 -2.464 0.38
H -3.672 0.724 0.490 0.36
H -3.367 -0.967 0.874 0.39
H -1.647 1.047 1.574 0.44
H -1.385 -0.548 1.738 0.40
H 1.270 0.891 -1.740 0.39
H 2.118 2.292 -0.621 0.40
H 3.452 0.148 -0.504 0.43
H 2.525 0.796 0.921 0.42
H 2.516 -1.793 0.229 0.39
H 1.809 -1.135 -1.242 0.44
H 0.017 -2.178 0.293 0.35
H 0.787 -1.148 1.590 0.51
```

DFT total energy   -513.2784 hartree
Lowest unoccupied orbital energy   -8.184 eV
Orbital gap   9.43 eV
SMILES   C#[N+]C[NH2+]C1=C([O-])C[NH2+]CC1
ΔE to the lowest compared entry with this formula, charge and spin   165.69 kJ/mol
Charge   +2

Entry 7:
Here is one molecule with the formula C5H7NO from the Open Molecules 2025 dataset. Energies are from ωB97M-V with the def2-TZVPD basis set.

```
14
Properties=species:S:1:pos:R:3:mulliken_charge:R:1
C -2.608 0.303 -0.578 -0.14
C -1.640 -0.380 -0.826 -0.56
C -0.168 -0.326 -0.734 0.36
N 0.680 -1.505 -0.761 -0.57
C 0.107 0.644 0.468 0.51
C 1.446 0.671 1.154 -1.15
O -0.744 1.420 0.834 -0.51
H -3.414 0.962 -0.345 0.37
H 0.116 0.269 -1.614 0.20
H 0.538 -1.988 -1.644 0.26
H 0.446 -2.170 -0.030 0.25
H 1.320 0.218 2.146 0.27
H 2.234 0.156 0.609 0.35
H 1.687 1.725 1.320 0.35
```

DFT total energy   -324.6153 hartree
Lowest unoccupied orbital energy   0.750 eV
Orbital gap   10.30 eV
SMILES   C#C[C@H](N)C(C)=O
ΔE to the lowest compared entry with this formula, charge and spin   286.63 kJ/mol

Entry 8:
Here is C18H36As2AuINO2 as an isolated structure at a distorted geometry from the Open Molecules 2025 dataset. Energies are from ωB97M-V with the def2-TZVPD basis set.

```
61
Properties=species:S:1:pos:R:3:mulliken_charge:R:1
Au -0.112 0.121 -0.332 1.29
C 1.052 -1.200 -4.332 -0.83
C 1.290 -2.351 -3.348 -0.36
C -0.037 -2.409 -2.590 0.37
O -0.523 -1.076 -2.551 -0.34
C -0.107 -0.422 -3.720 -0.01
H 0.786 -1.579 -5.322 0.28
H 1.937 -0.580 -4.474 0.34
H 2.120 -2.123 -2.675 0.08
H 1.513 -3.286 -3.852 0.48
H 0.028 -2.769 -1.557 -0.51
H -0.770 -3.028 -3.128 0.39
H 0.116 0.622 -3.447 -0.02
H -0.967 -0.357 -4.410 0.31
C 1.808 -4.304 0.044 -1.07
C 2.369 -3.023 0.644 -0.49
As 1.131 -1.543 1.088 0.01
C -0.451 -2.386 1.943 -0.57
C -1.546 -2.889 1.023 -1.17
C 2.079 -0.659 2.543 -0.08
C 1.900 -1.409 3.861 -1.27
H 2.575 -5.078 0.107 0.41
H 1.558 -4.196 -1.009 0.18
H 0.938 -4.670 0.593 0.30
H 3.191 -2.634 0.034 0.52
H 2.772 -3.238 1.647 0.53
H -0.845 -1.660 2.661 0.39
H 0.002 -3.218 2.503 0.65
H -1.988 -2.079 0.437 0.24
H -2.337 -3.340 1.626 0.43
H -1.182 -3.661 0.345 0.26
H 1.731 0.376 2.639 0.07
H 3.140 -0.620 2.261 0.54
H 0.872 -1.355 4.224 0.33
H 2.538 -0.969 4.624 0.43
H 2.181 -2.461 3.769 0.34
I 2.543 0.426 -0.746 -0.03
C 0.063 2.155 2.022 0.29
C 0.106 3.005 3.085 -1.01
C -0.954 2.779 3.974 -0.07
C -1.916 1.815 3.701 -0.75
C -1.836 1.046 2.550 -0.56
N -0.780 1.242 1.748 0.50
H 0.858 3.757 3.250 0.57
H -1.007 3.380 4.875 0.52
H -2.738 1.658 4.384 0.55
H -2.577 0.315 2.262 0.58
C -1.946 3.733 -3.378 -1.07
As -1.336 3.343 -1.577 0.53
C 0.253 4.391 -1.192 -0.99
C -2.782 3.795 -0.358 -0.92
O -1.004 1.699 -1.553 -0.79
H -2.169 4.800 -3.427 0.42
H -2.850 3.157 -3.588 0.37
H -1.167 3.492 -4.102 0.38
H -0.052 5.428 -1.049 0.42
H 0.936 4.332 -2.043 0.37
H 0.765 4.034 -0.295 0.25
H -2.929 4.875 -0.382 0.42
H -2.543 3.492 0.661 0.19
H -3.699 3.303 -0.690 0.37
```

DFT total energy   -5816.4451 hartree
Lowest unoccupied orbital energy (spin up / spin down)   -13.263 / -13.265 eV
Orbital gap (spin up / spin down)   4.15 / 4.15 eV
ΔE to the lowest compared entry with this formula, charge and spin   353.60 kJ/mol
Charge   +3